Below is a cluster of 2 separate species, C6H16 in total at a distorted geometry, with properties calculated with ωB97M-V/def2-TZVPD.

Computed properties:
* SMILES string: CCC.CCC
* LUMO: 0.0395 Eh

The geometry in XYZ format:
```
22
Properties=species:S:1:pos:R:3:forces:R:3:nbo_charge:R:1
C 0.6756 -0.8503 2.0401 -3.1 -0.2 -3.6 -0.6306
C -0.3537 -2.0258 1.9111 -0.1 0.7 -0.4 -0.3877
C -0.1929 -3.0115 0.7451 -1.3 1.6 0.3 -0.6151
H 0.2330 -0.2252 2.7512 0.7 1.0 1.9 0.2208
H 1.6712 -1.1024 1.8861 2.0 -0.8 1.4 0.2181
H 0.6498 -0.1963 1.1385 -0.8 -0.3 0.1 0.1948
H -1.3992 -1.6637 2.0278 0.6 0.2 -0.6 0.1921
H -0.2833 -2.5699 2.8116 0.5 -0.9 1.2 0.1896
H -0.5898 -3.9484 0.9953 -1.2 -1.4 0.6 0.2060
H 0.8231 -3.2683 0.6766 1.6 0.2 -1.0 0.2045
H -0.7481 -2.6910 -0.1570 1.0 0.0 0.1 0.2071
C 1.0693 2.4311 -2.0774 -1.3 -0.4 2.7 -0.6198
C 0.1884 1.3970 -1.3153 -1.8 2.6 1.5 -0.3821
C -1.3521 1.9947 -1.2663 4.4 -0.8 -2.5 -0.5980
H 0.4773 3.3818 -2.0851 1.4 -0.3 0.8 0.2101
H 1.0804 2.2378 -3.0659 0.1 -1.1 -3.6 0.1988
H 2.1054 2.3514 -1.7458 -0.1 0.9 0.2 0.2130
H 0.1775 0.3542 -1.5910 0.2 -0.2 -0.7 0.1995
H 0.4352 1.3903 -0.2253 0.3 0.1 -0.8 0.1842
H -1.3486 2.9246 -0.8005 0.3 2.0 0.3 0.1947
H -1.7410 2.0101 -2.2707 -0.6 -0.1 0.0 0.2002
H -1.7507 1.4033 -0.5703 -2.7 -2.7 2.1 0.1996
```
Forces are in eV/Å.

***

Below is a structure of composition C55H55As3CdI2N4, with properties calculated with ωB97M-V/def2-TZVPD.

Computed properties:
* LUMO: -0.0511 Eh

The geometry in XYZ format:
```
120
Properties=species:S:1:pos:R:3:forces:R:3:lowdin_charge:R:1
Cd -1.1925 0.5813 -0.6599 0.0 0.2 0.4 1.3928
C 2.6961 -5.8418 -0.7437 0.0 0.0 0.0 -0.0828
C 2.2527 -5.4924 0.5226 0.0 0.0 0.0 -0.0845
C 1.2669 -4.5323 0.6882 0.0 0.0 0.0 -0.0467
C 0.6774 -3.8914 -0.4086 -0.1 0.1 0.0 -0.1540
C 1.1817 -4.2232 -1.6738 0.1 0.0 0.0 -0.0718
C 2.1569 -5.1922 -1.8429 0.0 0.0 0.0 -0.0727
C -0.3406 -2.8116 -0.2880 0.2 -0.1 0.2 -0.0465
C -1.1362 -2.4976 -1.3527 -0.2 0.2 -0.2 -0.2366
C -1.5221 -3.3612 -2.4776 0.0 -0.1 0.1 0.0002
C -2.4439 -2.7072 -3.1958 -0.1 0.1 0.0 0.0240
C -2.6282 -1.3882 -2.5716 0.0 -0.1 -0.1 -0.3196
N -1.8564 -1.3112 -1.4825 0.1 -0.1 0.0 -0.0053
C -3.5023 -0.3980 -3.0699 -0.3 -0.2 0.2 -0.3221
C -3.8510 0.8282 -2.3825 0.0 0.0 -0.2 -0.3719
C -4.9451 1.6903 -2.8381 0.0 0.0 0.0 -0.0010
C -4.9188 2.7931 -2.0726 0.0 0.0 0.0 0.0073
C -3.8185 2.6445 -1.1325 0.0 -0.1 -0.1 -0.2236
C -3.4016 3.5022 -0.1708 0.0 0.1 0.1 -0.0504
C -4.1664 4.6966 0.2236 0.0 0.0 0.0 -0.1666
C -3.4889 5.8696 0.5578 0.0 0.0 0.0 -0.0177
C -4.1882 7.0093 0.9174 0.0 0.0 0.0 -0.0775
C -5.5759 6.9875 0.9741 0.0 0.0 0.0 -0.0882
C -6.2584 5.8155 0.6810 0.0 0.0 0.0 -0.0778
C -5.5592 4.6764 0.3122 0.0 0.0 0.0 -0.0378
C -2.1838 3.1274 0.5746 -0.1 0.0 -0.1 -0.3270
N -2.3507 2.5201 1.7513 0.1 -0.1 0.0 0.1672
C -1.1845 1.8589 2.0047 -0.2 0.0 -0.2 -0.2961
C -1.2413 0.7351 2.9131 0.0 0.0 0.2 -0.0384
C -1.7792 0.9152 4.2878 0.1 0.0 0.0 -0.1709
C -0.9689 0.6279 5.3841 0.0 0.0 0.0 -0.0405
C -1.4491 0.7932 6.6757 0.0 0.0 0.0 -0.0811
C -2.7444 1.2432 6.8819 0.0 0.0 0.0 -0.0919
C -3.5538 1.5306 5.7912 0.0 0.0 0.0 -0.0748
C -3.0776 1.3748 4.4983 0.0 0.1 0.0 -0.0190
C -0.9118 -0.5176 2.4710 0.0 0.0 -0.1 -0.2506
C -0.9967 -1.7644 3.1814 0.0 -0.1 0.0 -0.0025
C -0.7402 -2.7478 2.2845 0.0 0.0 0.0 -0.0207
C -0.5112 -2.0993 1.0041 -0.1 -0.1 -0.1 -0.2650
N -0.6337 -0.7992 1.1241 0.0 0.0 0.0 0.0462
C -0.2245 2.1222 1.0074 0.1 0.1 0.2 -0.1726
C -0.8714 2.9595 0.0672 0.0 0.0 0.0 -0.1284
N -3.2032 1.3979 -1.3817 0.1 0.0 0.0 0.0282
C -4.5450 -0.9072 -4.0374 0.0 0.0 0.0 -0.2545
C -5.6889 -1.5002 -3.4996 0.0 0.0 0.0 -0.0351
C -6.6905 -1.9986 -4.3176 0.0 0.0 0.0 -0.0762
C -6.5631 -1.9165 -5.6981 0.0 0.0 0.0 -0.0907
C -5.4309 -1.3344 -6.2453 0.0 0.0 0.0 -0.0762
C -4.4302 -0.8315 -5.4211 0.0 0.0 0.0 -0.0618
H 3.4714 -6.5863 -0.8693 0.0 0.0 0.0 0.1031
H 2.6840 -5.9628 1.3975 0.0 0.0 0.0 0.1060
H 0.9840 -4.2735 1.6937 -0.1 0.0 0.0 0.0792
H 0.8463 -3.6743 -2.5414 0.1 0.0 0.0 0.0962
H 2.5186 -5.4129 -2.8394 0.0 0.0 0.0 0.1074
H -1.2030 -4.3815 -2.6143 0.0 0.0 0.0 0.1144
H -2.9968 -3.0748 -4.0453 0.0 0.0 0.0 0.1182
H -5.6162 1.4671 -3.6517 0.0 0.0 0.0 0.1157
H -5.5575 3.6584 -2.1486 0.0 0.0 0.0 0.1134
H -2.4061 5.8802 0.5298 0.0 0.0 0.0 0.1168
H -3.6501 7.9160 1.1625 0.0 0.0 0.0 0.1028
H -6.1218 7.8766 1.2630 0.0 0.0 0.0 0.1010
H -7.3380 5.7818 0.7545 0.0 0.0 0.0 0.1029
H -6.0904 3.7517 0.1269 0.0 0.0 0.0 0.1140
H 0.0453 0.2823 5.2232 0.0 0.0 0.0 0.1004
H -0.8069 0.5701 7.5183 0.0 0.0 0.0 0.1020
H -3.1222 1.3741 7.8879 0.0 0.0 0.0 0.1000
H -4.5658 1.8836 5.9452 0.0 0.0 0.0 0.1030
H -3.6962 1.6193 3.6473 0.0 0.0 0.0 0.1037
H -1.2508 -1.8790 4.2234 0.0 0.0 0.0 0.1179
H -0.8103 -3.8078 2.4618 0.0 0.0 0.0 0.1062
H 0.8061 1.8010 1.0147 0.0 0.0 0.0 0.0634
H -0.4402 3.4537 -0.7923 0.0 0.0 0.0 0.0982
H -5.7877 -1.5654 -2.4215 0.0 0.0 0.0 0.1265
H -7.5693 -2.4535 -3.8782 0.0 0.0 0.0 0.1026
H -7.3419 -2.3055 -6.3416 0.0 0.0 0.0 0.1005
H -5.3218 -1.2670 -7.3204 0.0 0.0 0.0 0.1034
H -3.5545 -0.3789 -5.8655 0.0 0.0 0.0 0.0419
C 2.3253 -0.6829 3.5235 0.0 0.0 0.0 -0.3209
As 2.8743 -1.1510 1.7013 0.0 0.0 0.0 1.1371
C 3.9802 -2.6798 2.2429 0.0 0.0 0.1 -0.3271
C 4.2284 0.2865 1.6021 0.0 0.0 0.0 -0.3549
C 4.8703 0.5356 0.2361 0.1 0.0 0.0 -0.6704
C 5.9642 1.6058 0.3896 0.0 0.0 0.0 -0.0680
C 3.8702 1.1514 -0.7626 0.0 0.1 -0.1 -0.3684
As 2.1632 0.3459 -1.3775 -0.1 0.0 -0.1 1.0588
C 2.8107 -1.2483 -2.3049 0.0 0.0 -0.1 -0.3267
C 2.1100 1.4629 -2.9823 0.0 0.0 0.0 -0.4107
C 5.4533 -0.7522 -0.3693 0.0 0.0 0.1 -0.3928
As 6.9831 -1.8192 0.3340 0.0 0.0 -0.1 1.1264
C 7.3223 -1.3183 2.2057 0.0 0.0 0.0 -0.3432
C 8.4439 -0.7536 -0.4348 0.0 0.0 0.0 -0.3499
H 3.2015 -0.5282 4.1559 0.0 0.0 0.0 0.0313
H 1.7211 -1.4940 3.9297 0.0 0.0 0.0 0.0172
H 1.7251 0.2255 3.5053 0.0 0.0 0.0 0.0076
H 4.6918 -2.4155 3.0250 -0.1 0.0 0.0 0.0062
H 4.5077 -3.1132 1.3938 0.0 0.0 0.0 -0.0056
H 3.2973 -3.4348 2.6350 0.0 0.0 0.0 0.0098
H 4.9921 0.0913 2.3585 0.0 0.0 0.0 0.0629
H 3.6997 1.1926 1.9176 0.0 0.0 0.0 0.0785
H 5.5314 2.5396 0.7559 0.0 0.0 0.0 0.0879
H 6.4423 1.8121 -0.5712 0.0 0.0 0.0 0.0887
H 6.7352 1.3015 1.0915 0.1 -0.1 0.1 0.0541
H 4.4121 1.3350 -1.6955 0.0 0.0 0.0 0.0693
H 3.5683 2.1373 -0.3917 0.0 0.0 0.0 0.0744
H 3.7686 -1.0391 -2.7822 0.0 0.0 0.0 0.0300
H 2.0764 -1.4976 -3.0724 0.0 0.0 0.0 0.0234
H 2.9096 -2.0938 -1.6286 0.0 0.0 0.0 -0.0048
H 3.0723 1.4531 -3.4960 0.0 0.0 0.0 0.0303
H 1.8459 2.4905 -2.7322 0.0 0.0 0.0 0.0114
H 1.3451 1.0756 -3.6537 0.1 0.0 0.1 -0.1087
H 5.7986 -0.5261 -1.3846 0.0 0.0 0.0 0.0659
H 4.6530 -1.4857 -0.4914 0.0 0.0 0.1 0.0071
H 6.5691 -1.7362 2.8696 0.1 0.0 -0.1 -0.0149
H 7.4075 -0.2499 2.3797 0.0 0.1 0.0 0.0095
H 8.2779 -1.7848 2.4497 0.0 0.0 0.0 0.0172
H 8.3845 -0.7989 -1.5219 0.0 0.0 0.0 0.0159
H 9.3947 -1.1874 -0.1262 0.0 0.0 0.0 0.0147
H 8.4037 0.2862 -0.1142 0.0 0.0 0.0 0.0074
I -1.5597 1.0985 -4.4407 0.2 0.2 -0.2 0.4800
I 0.1568 2.8355 -5.7037 -0.2 -0.1 0.0 0.0457
```
Forces are in eV/Å.

***

Looking at orbital gap for the records above, in order, we have 11.822, 5.627 eV.
Looking at ΔE to the lowest compared entry with this formula, charge and spin for the records above, in order, we have 50.2, 64.6 kcal/mol.